1.
# C4H10N2O

C4H10N2O in the gas phase in a non-equilibrium geometry (ωB97M-V/def2-TZVPD, the OMol25 dataset).

Geometry (Å):
C -0.6952 -0.3126 -1.5116
C 0.6191 -0.5506 -0.8739
C 1.4398 0.8265 -0.6425
C -0.1134 -0.9254 1.2864
H -0.6203 -0.0899 -2.5864
H -1.4448 -1.1566 -1.2500
H -1.2006 0.5372 -1.1450
H 1.2339 -1.1631 -1.5389
H 1.2835 1.5771 -1.5232
H 1.2764 1.2780 0.3538
H 2.5355 0.5946 -0.6112
H -0.3356 -1.5779 2.0480
H -0.2965 1.0635 1.0549
H -2.2053 0.3930 2.5756
N 0.6597 -1.2414 0.3744
N -0.8823 0.2522 1.3391
O -1.2539 0.4952 2.6505

Summary:
total energy	-9334.9587	eV
structure (SMILES)	CC(C)/N=C\NO
energy above the lowest of the compared OMol25 structures with the same formula, charge and spin	388.71	kJ/mol
HOMO level	-8.9	eV

=====

2.
# C3H4N2O2

A molecular structure, C3H4N2O2 in a non-equilibrium geometry (ωB97M-V/def2-TZVPD, the OMol25 dataset).

Geometry (Å):
O 1.5602 -1.4769 1.1981
C 0.5309 -0.8011 0.7256
N 0.0187 -0.9000 -0.4532
C -0.6578 0.2215 -0.7679
O -1.4564 0.2652 -1.8555
C -0.5472 1.2570 0.1514
N 0.1828 0.9874 1.1292
H 1.9033 -1.9988 0.4805
H -1.4615 -0.6275 -2.2355
H -1.1994 2.1019 0.1966
H 1.1265 0.9712 1.4305

Summary:
total energy	-10247.7258	eV
energy above the lowest of the compared OMol25 structures with the same formula, charge and spin	437.97	kJ/mol
HOMO level	-7.6	eV

=====

3.
# C5H11N3

A molecular structure, C5H11N3 in a non-equilibrium geometry (ωB97M-V/def2-TZVPD, the OMol25 dataset).

Geometry (Å):
C -1.7038 0.8978 -0.9582
C -0.9595 -0.3791 -0.5620
C 0.5516 -0.1686 -0.4657
C 1.8923 0.6685 1.4221
C 0.5448 0.4970 1.9378
H -1.5805 0.6912 -2.2158
H -2.9551 0.7402 -0.4124
H -1.2506 1.9109 -0.5616
H -1.2875 -0.7447 0.3280
H -0.6718 -1.6297 -2.2682
H -1.2260 -2.4334 -0.7777
H 2.3629 -0.2720 -1.1952
H 2.4160 1.5240 1.5966
H 2.2949 -0.4313 1.7062
H 0.0511 1.3559 2.2430
H 0.5266 -0.5352 2.3310
N -1.3108 -1.5427 -1.3823
N 1.3996 -0.7089 -1.3124
N 0.9058 0.5600 0.5469

Summary:
total energy	-9828.7540	eV
energy above the lowest of the compared OMol25 structures with the same formula, charge and spin	497.11	kJ/mol
HOMO level	-9.0	eV

=====

4.
# C53H37AsF6LuN10Se

A molecular structure, C53H37AsF6LuN10Se in a non-equilibrium geometry (ωB97M-V/def2-TZVPD, the OMol25 dataset).

Geometry (Å):
Lu -0.2278 -0.0549 0.1584
C 0.1984 4.6617 4.9456
C -1.1507 4.8984 4.6680
C -1.7539 4.3588 3.5437
C -0.9742 3.5700 2.7147
C -1.2762 2.8295 1.4956
N -2.3815 3.0412 0.8149
C -2.6097 2.5040 -0.3743
C -3.6541 3.0062 -1.2512
C -4.5525 4.0588 -1.1418
C -5.3791 4.3225 -2.2210
C -5.3028 3.5549 -3.3901
C -4.4013 2.5094 -3.5029
C -3.5802 2.2331 -2.4180
C -2.4883 1.2966 -2.1997
N -2.1005 0.4365 -3.1327
C -0.8922 -0.0801 -3.1327
N 0.1437 0.2692 -2.3125
C 1.2865 -0.1541 -2.9036
N 2.5152 0.1169 -2.5097
C 2.7802 0.6843 -1.3465
N 1.9281 0.9414 -0.3165
C 2.6092 1.6422 0.6274
N 2.1360 2.2511 1.7029
C 0.8522 2.4623 1.9155
N -0.1827 2.1160 1.0989
C 0.3756 3.3355 2.9865
C 0.9791 3.8831 4.1064
C 4.0107 1.7597 0.2439
C 5.1176 2.3283 0.8583
C 6.3292 2.2711 0.1882
C 6.4339 1.6680 -1.0707
C 5.3269 1.1115 -1.6908
C 4.1152 1.1624 -1.0168
C 0.9917 -0.8612 -4.1490
C 1.7821 -1.4836 -5.1018
C 1.1439 -2.1368 -6.1442
C -0.2493 -2.1619 -6.2397
C -1.0399 -1.5201 -5.3000
C -0.3996 -0.8713 -4.2582
N -1.9521 1.4737 -0.9719
H 0.6323 5.0870 5.8429
H -1.7356 5.4962 5.3575
H -2.8007 4.5156 3.3167
H -4.5901 4.6529 -0.2373
H -6.0908 5.1381 -2.1691
H -5.9609 3.7890 -4.2187
H -4.3330 1.9243 -4.4116
H 2.0196 3.6776 4.3205
H 5.0263 2.7821 1.8371
H 7.2148 2.6972 0.6455
H 7.3992 1.6357 -1.5626
H 5.3898 0.6302 -2.6589
H 2.8595 -1.4699 -5.0166
H 1.7320 -2.6587 -6.8908
H -0.7172 -2.6962 -7.0584
H -2.1210 -1.5325 -5.3527
F 0.3402 -0.4252 2.4641
As 0.0948 -0.2718 4.2616
F -1.0318 0.9843 3.9633
F -1.1840 -1.4196 4.2375
F -0.0535 -0.0934 5.9964
F 1.2256 -1.5886 4.4707
F 1.4426 0.8101 4.2694
Se -0.6276 -2.5935 -1.1567
N 2.0824 -1.9644 0.4657
C 2.7160 -2.5620 -0.6476
C 4.0852 -2.3483 -0.7795
C 4.8291 -2.9491 -1.7791
C 4.1918 -3.8268 -2.6485
C 2.8298 -4.0276 -2.5484
C 2.0280 -3.3665 -1.5912
N 0.7003 -3.6874 -1.5926
H 4.5639 -1.6767 -0.0760
H 5.8911 -2.7490 -1.8625
H 4.7595 -4.3388 -3.4188
H 2.3127 -4.6864 -3.2343
C -2.5130 -5.0023 2.9972
C -1.2697 -4.4600 2.6227
C -1.1995 -3.2436 2.0035
C -2.3592 -2.4876 1.6946
C -2.2728 -1.2344 0.9876
C -3.4953 -0.6584 0.6797
C -4.7438 -1.1982 1.0618
C -4.8068 -2.3723 1.7485
C -3.6124 -3.0553 2.0682
C -3.6554 -4.3060 2.7289
H -2.5563 -5.9681 3.4884
H -0.3691 -5.0230 2.8346
H -0.2326 -2.8412 1.7319
H -3.5388 0.2646 0.1163
H -5.6518 -0.6634 0.7981
H -5.7585 -2.8079 2.0385
H -4.6250 -4.7043 3.0155
C 2.5466 -3.9222 3.4389
C 3.2621 -3.4901 2.1475
C 3.3199 -4.7025 1.2102
C 4.6730 -3.0212 2.5288
C 2.4488 -2.3050 1.6353
H 3.0409 -4.7989 3.8640
H 1.5068 -4.1780 3.2360
H 2.5482 -3.1218 4.1782
H 3.6610 -5.5729 1.7784
H 3.9967 -4.5563 0.3709
H 2.3286 -4.9289 0.8109
H 5.1848 -3.8076 3.0900
H 4.6211 -2.1302 3.1601
H 5.2673 -2.7854 1.6456
H 2.0790 -1.6862 2.4530

Summary:
spin multiplicity	2
total charge	-2
total energy	-246583.7820	eV
energy above the lowest of the compared OMol25 structures with the same formula, charge and spin	0.00	kJ/mol
HOMO level (spin up / spin down)	-1.5 / -1.7	eV

=====

5.
# C2H4N3S

A gas-phase ion, C2H4N3S (charge +1) in a non-equilibrium geometry (ωB97M-V/def2-TZVPD, the OMol25 dataset).

Geometry (Å):
C 0.6369 0.8626 1.6064
C -1.1220 0.2156 0.1736
N -0.1425 0.6734 2.6597
N 0.2918 0.5563 0.3387
N -1.4631 -0.7877 -0.4104
S -0.5231 0.5020 4.1031
H 1.5370 1.5936 1.7871
H -1.7789 1.0545 0.5815
H 0.8083 0.6786 -0.4855
H -2.4182 -1.0595 -0.5426

Summary:
total charge	+1
total energy	-17433.9896	eV
structure (SMILES)	[H]/N=C/[NH+]=C\N=S
energy above the lowest of the compared OMol25 structures with the same formula, charge and spin	168.59	kJ/mol
HOMO level (spin up / spin down)	-14.1 / -14.1	eV

=====

6.
# C34H32Cl2CoF3N4O3S2Te

A molecular structure, C34H32Cl2CoF3N4O3S2Te in a non-equilibrium geometry (ωB97M-V/def2-TZVPD, the OMol25 dataset).

Geometry (Å):
Co -16.2248 0.7248 13.4855
C -15.4468 0.1988 17.4298
S -14.6472 1.8032 17.0982
C -13.1870 0.3504 14.6575
S -14.3400 1.6316 15.0799
N -13.6209 -0.6082 13.8763
N -14.9893 -0.6764 13.7763
C -15.5325 -1.8869 13.6666
C -16.9264 -1.8944 13.4993
C -17.7565 -3.0367 13.3950
C -19.0579 -2.8462 13.0548
C -19.6102 -1.6042 12.9178
C -18.7574 -0.4737 12.9966
N -17.4909 -0.6336 13.3626
H -15.6103 -0.3168 16.5078
H -16.3635 0.4033 17.9824
H -14.7746 -0.3656 18.1383
H -14.9364 -2.8024 13.7018
H -17.2953 -4.0109 13.5733
H -19.6753 -3.7362 12.8653
H -20.6770 -1.5610 12.7150
H -19.1070 0.5368 12.8616
F -14.8571 1.9909 11.4160
C -15.5711 0.7971 11.5933
F -16.7521 0.9146 10.8568
F -14.8121 -0.1676 11.0082
Cl -10.0763 -2.8799 14.4765
C -10.5003 -1.2404 14.1006
Cl -9.0825 -0.3757 13.4901
C -11.0867 -0.6141 15.3467
O -10.8632 -0.7602 16.5379
O -11.8963 0.5312 14.9348
H -11.2551 -1.2674 13.3373
C -15.7511 10.2716 10.9476
C -16.0155 9.0569 11.7574
C -15.4305 7.8758 11.3853
C -15.7532 6.6519 12.0236
C -15.1843 5.3687 11.4907
C -16.6819 6.6087 13.0588
Te -17.0889 4.7483 14.0811
N -17.3630 2.1227 13.8392
C -18.1583 2.1730 14.9896
O -17.7734 1.9178 16.1554
C -19.5802 2.5544 14.8469
C -20.1338 2.6890 13.5644
C -21.3662 3.2490 13.3897
C -22.0756 3.7239 14.5248
C -21.5626 3.5131 15.7479
C -20.3497 2.8633 15.9707
C -16.6759 5.6211 15.9740
C -17.8589 5.7702 16.7427
C -17.7413 6.3972 17.9642
C -16.5320 6.9584 18.4086
C -15.4213 6.7912 17.6385
C -15.4334 6.0278 16.4516
C -14.1935 5.7536 15.7464
C -17.3323 7.8665 13.4004
C -18.6092 7.9064 14.1799
C -16.9019 9.0730 12.8311
H -16.6597 10.8868 10.8522
H -15.2964 9.9730 9.9992
H -15.0121 10.9216 11.4354
H -14.7778 7.8303 10.5422
H -14.5909 5.6107 10.6338
H -15.9280 4.6779 11.1217
H -14.6632 4.7640 12.2183
H -19.5318 2.3337 12.6738
H -21.7345 3.3476 12.3850
H -23.0491 4.1537 14.4856
H -22.1277 3.9320 16.6163
H -19.9686 2.5635 16.9672
H -18.7852 5.4153 16.3703
H -18.6628 6.4868 18.5424
H -16.4709 7.5261 19.3373
H -14.4930 7.3439 17.7761
H -13.2684 5.9736 16.3613
H -14.0930 6.4364 14.9062
H -14.2389 4.7014 15.3141
H -18.9197 8.9323 14.4654
H -18.4503 7.3792 15.1229
H -19.4528 7.3811 13.6520
H -17.3867 9.9917 13.2169

Summary:
spin multiplicity	6
total charge	-1
total energy	-147664.3355	eV
energy above the lowest of the compared OMol25 structures with the same formula, charge and spin	0.00	kJ/mol
HOMO level (spin up / spin down)	-3.2 / -4.8	eV

=====

7.
# C2H15NO4

5 unconnected molecules or ions with the total composition C2H15NO4 in a non-equilibrium geometry (ωB97M-V/def2-TZVPD, the OMol25 dataset).

Geometry (Å):
C 1.1710 -0.1043 2.3711
C 2.0172 -0.7951 1.3290
N 1.2895 -0.7751 0.0118
H 0.8842 0.8791 2.0082
H 1.6158 -0.0840 3.3659
H 0.2336 -0.6454 2.4143
H 2.2408 -1.8102 1.6581
H 2.9840 -0.3173 1.2067
H 1.7858 -1.4616 -0.5448
H 1.6218 0.1050 -0.3669
H 4.0649 -0.6787 -2.4609
H 4.2196 -2.1936 -2.3498
O 3.6616 -1.4636 -2.0627
H -6.5230 1.0731 0.5175
H -6.9654 0.5912 -0.8486
O -6.1864 0.6266 -0.2723
H -1.0913 1.8720 -2.0699
H -1.7452 3.2328 -1.8504
O -1.0737 2.6438 -1.4927
H -1.8300 0.4043 0.0168
H -0.8359 -0.7733 -0.0407
O -1.5390 -0.3257 -0.5397

Summary:
total energy	-11997.1847	eV
structure (SMILES)	CCN.O.O.O.O
energy above the lowest of the compared OMol25 structures with the same formula, charge and spin	93.36	kJ/mol
HOMO level	-9.5	eV